A 9-piece molecular cluster, H20NO8 overall, computed with wB97M-V/def2-TZVPD.

HOMO-LUMO gap in eV: 10.639
E_HOMO in eV: -13.65
Net charge: +1
Energy relative to the best compared isomer or geometry (same formula, charge and spin) in kJ/mol: 42.8

Bonds (Å) are listed after each position.
Element x y z (Å)
1 N -0.007 0.132 -0.677  H2 1.028, H3 1.056, H4 1.032, H5 1.042
2 H 0.177 1.039 -0.230  N1 1.028
3 H -0.482 -0.480 0.040  N1 1.056
4 H 0.825 -0.373 -1.018  N1 1.032
5 H -0.620 0.221 -1.515  N1 1.042
6 O 1.152 0.888 2.799  H7 0.972, H8 0.964
7 H 0.254 1.240 2.918  O6 0.972
8 H 1.514 1.378 2.052  O6 0.964
9 O 2.903 0.468 0.442  H10 0.964, H11 0.963
10 H 2.765 -0.419 0.793  O9 0.964
11 H 3.612 0.368 -0.202  O9 0.963
12 O -1.846 -3.919 -1.058  H13 0.964, H14 0.960
13 H -1.142 -4.492 -0.734  O12 0.964
14 H -1.636 -3.051 -0.705  O12 0.960
15 O -0.189 2.812 0.122  H16 0.968, H17 0.967
16 H 0.385 3.509 0.471  O15 0.968
17 H -0.655 3.228 -0.616  O15 0.967
18 O 1.933 -1.664 -1.699  H19 0.965, H20 0.965
19 H 1.893 -2.532 -1.281  O18 0.965
20 H 2.661 -1.729 -2.328  O18 0.965
21 O -1.509 -0.113 -2.924  H22 0.966, H23 0.965
22 H -2.443 0.127 -2.961  O21 0.966
23 H -1.279 -0.341 -3.834  O21 0.965
24 O -1.242 2.432 2.831  H25 0.963, H26 0.969
25 H -1.645 3.241 3.166  O24 0.963
26 H -0.992 2.640 1.918  O24 0.969
27 O -1.188 -1.365 1.184  H28 0.967, H29 0.967
28 H -2.059 -1.686 0.913  O27 0.967
29 H -1.141 -1.557 2.131  O27 0.967